Record 1
The following is a quantum chemistry calculation of an isolated molecule of C6H10O, from OMol25.

Values from the calculation:
Molar mass ... 98.14 g mol⁻¹
ΔE to the lowest compared entry with this formula, charge and spin ... 31.2 kcal/mol
HOMO-LUMO gap ... 10.47 eV
Energy ... -8429.88847 eV

Structure (ORCA input):
```
! RIJCOSX wB97M-V def2-TZVPD def2/J DEFGRID3
* xyz 0 1
C 1.86562 0.88975 -0.10546
C 1.17335 -0.44840 0.05337
O 0.58344 -0.57531 1.36736
C -0.67869 -0.96271 0.81530
C -1.64886 0.22114 0.63138
C -1.17417 0.35905 -0.84259
C -0.16973 -0.79275 -0.63114
H 1.16075 1.72473 -0.16082
H 2.48902 1.04462 0.78126
H 2.51444 0.91732 -0.98681
H 1.90541 -1.25396 -0.10538
H -1.05949 -1.89243 1.24887
H -1.41528 1.06180 1.29167
H -2.70847 -0.03457 0.73837
H -1.95614 0.09197 -1.56019
H -0.75531 1.32510 -1.14226
H -0.15049 -1.59888 -1.36765
*
```

=====

Record 2
The following is a quantum chemistry calculation of an isolated molecule of C6H10O, from OMol25.

Values from the calculation:
Molar mass ... 98.14 g mol⁻¹
ΔE to the lowest compared entry with this formula, charge and spin ... 41.6 kcal/mol
HOMO-LUMO gap ... 9.77 eV
Energy ... -8429.43810 eV

Structure (ORCA input):
```
! RIJCOSX wB97M-V def2-TZVPD def2/J DEFGRID3
* xyz 0 1
C -2.26512 -1.42459 0.13450
C -2.04854 -0.16120 -0.06500
C -1.82822 1.10315 -0.28830
O -0.68983 1.81002 -0.02604
C 0.38698 1.06560 0.50128
C 1.12395 0.24829 -0.56189
C 2.19888 -0.63195 0.06019
H -2.66540 -1.79430 1.06728
H -2.07678 -2.16703 -0.62719
H -2.59257 1.74792 -0.70224
H 0.02204 0.39680 1.29158
H 1.06036 1.80281 0.94454
H 1.57158 0.93372 -1.28310
H 0.40020 -0.37231 -1.09148
H 2.93030 -0.02645 0.59337
H 2.71672 -1.19685 -0.71236
H 1.75546 -1.33363 0.76488
*
```

=====

Record 3
The following is a quantum chemistry calculation of an isolated molecule of C6H10O, from OMol25.

Values from the calculation:
Molar mass ... 98.14 g mol⁻¹
ΔE to the lowest compared entry with this formula, charge and spin ... 87.6 kcal/mol
HOMO-LUMO gap ... 7.24 eV
Energy ... -8427.44015 eV

Structure (ORCA input):
```
! RIJCOSX wB97M-V def2-TZVPD def2/J DEFGRID3
* xyz 0 1
O 2.32940 -0.69259 -0.07769
C 1.16509 -0.19826 0.33232
C 0.01803 -1.17533 0.37486
C -1.33782 -0.56117 0.03086
C -1.17338 0.26751 -1.24392
C -0.00572 1.87853 0.80046
C 1.16740 1.11877 0.78912
H 2.23987 -1.62163 -0.33990
H -0.13233 0.58747 -1.31764
H 0.04514 -1.57740 1.39677
H 0.21709 -2.01712 -0.30497
H -1.64976 0.07391 0.85962
H -2.08458 -1.35411 -0.09550
H -1.38854 -0.30279 -2.14821
H -1.76771 1.18074 -1.20755
H 0.19649 2.91099 1.11662
H 2.16135 1.48250 1.03475
*
```

=====

Record 4
The following is a quantum chemistry calculation of an isolated molecule of C6H10O, from OMol25.

Values from the calculation:
Molar mass ... 98.14 g mol⁻¹
ΔE to the lowest compared entry with this formula, charge and spin ... 29.1 kcal/mol
HOMO-LUMO gap ... 9.57 eV
Energy ... -8429.97786 eV

Structure (ORCA input):
```
! RIJCOSX wB97M-V def2-TZVPD def2/J DEFGRID3
* xyz 0 1
O 2.93091 -0.51512 1.34657
C 1.87634 -0.38264 0.50110
C 1.13106 0.70169 0.30341
C -0.06244 0.67029 -0.62238
C -0.55393 -0.75487 -1.04174
C -1.58955 -0.68227 0.10660
C -1.47606 0.83994 0.02938
H 2.98155 0.29194 1.87766
H 1.68040 -1.29752 -0.04895
H 1.43011 1.65417 0.76359
H 0.08465 1.46172 -1.37231
H 0.07690 -1.65039 -0.99132
H -1.02836 -0.78601 -2.02910
H -1.14843 -1.05681 1.04006
H -2.57771 -1.13135 -0.03253
H -2.14345 1.19799 -0.77099
H -1.61201 1.43926 0.94094
*
```

=====

- Among the records above, which one has the highest HOMO-LUMO gap?
  number 1